1.
The following is a quantum chemistry calculation of a structure of composition C32H44GaIN2O2SSi, from OMol25.

The geometry in XYZ format:
```
84
C32H44GaIN2O2SSi ωB97M-V/def2-TZVPD
I 2.084 -2.909 -3.765
Ga 0.786 -0.019 -0.522
S 2.873 -0.915 -0.522
Si -0.485 0.971 1.322
O 1.103 1.205 -1.957
O -2.341 0.018 -6.841
N 0.015 2.807 -4.926
N -0.128 -1.298 -1.888
C -1.092 0.685 -4.842
C -2.087 -0.262 -5.479
C -2.242 1.419 0.628
C -0.413 0.382 -3.632
C 2.512 -3.573 2.526
C -0.935 -3.200 -0.629
C -2.160 1.889 -0.832
C -0.504 -0.939 -3.067
C 0.662 2.549 -3.817
C 0.566 2.549 1.729
C 0.837 -4.901 -1.897
C -2.948 2.509 1.448
C -0.090 -2.697 -1.610
C 4.123 -1.925 3.188
C -3.150 0.181 0.613
C -0.864 1.908 -5.416
C -0.896 -4.538 -0.275
C -0.615 -0.200 2.856
C 0.164 3.219 3.051
C 2.341 -2.921 1.314
C -0.980 -1.632 2.443
C 0.435 3.594 0.611
C -1.660 0.291 3.868
C 3.945 -1.264 1.981
C 0.797 -3.560 -2.256
C -0.002 -5.389 -0.906
C 0.734 -0.305 3.582
C 3.401 -3.077 3.470
C 3.041 -1.749 1.038
C 1.660 3.544 -3.311
C 2.061 2.194 1.796
C 0.449 1.345 -3.075
H 4.827 -1.535 3.913
H 1.665 -3.323 0.568
H -3.172 2.098 -1.199
H -3.372 -0.198 1.610
H 4.502 -0.363 1.760
H 1.721 4.372 -4.012
H 0.651 3.167 -0.369
H -0.225 -2.057 1.779
H -1.500 0.030 -7.311
H 1.046 0.637 4.030
H -0.891 3.497 3.072
H -2.675 0.256 3.471
H 1.530 -0.653 2.922
H 2.627 3.091 2.070
H -1.771 -1.304 -5.367
H 1.161 4.395 0.788
H 1.951 -4.477 2.731
H 0.363 2.589 3.917
H 3.535 -3.588 4.414
H -2.714 -0.629 0.023
H -3.055 2.239 2.499
H -1.571 2.793 -0.966
H 0.748 4.138 3.179
H -2.427 3.464 1.398
H -1.634 -0.357 4.751
H -1.559 -4.909 0.494
H -1.624 -2.523 -0.144
H -1.954 -1.703 1.958
H -1.466 1.310 4.206
H -1.742 1.117 -1.479
H -1.012 -2.265 3.338
H -4.105 0.443 0.143
H -0.886 -1.726 -3.713
H -3.052 -0.169 -4.976
H -0.552 4.055 0.582
H 2.641 3.078 -3.202
H 2.291 1.422 2.528
H -1.390 2.196 -6.316
H 2.444 1.857 0.829
H 1.384 3.919 -2.325
H 0.046 -6.435 -0.634
H -3.955 2.669 1.045
H 0.643 -1.037 4.392
H 1.530 -5.564 -2.395
```

HOMO level: -7.9811 eV
Frontier orbital gap: 7.4 eV
LUMO level: -0.605 eV
Relative energy (zero: lowest compared OMol25 entry of this formula, charge and spin): 0.0 kcal/mol

2.
The following is a quantum chemistry calculation of a structure of composition C32H44KN5O9, from OMol25.

The geometry in XYZ format:
```
91
C32H44KN5O9 ωB97M-V/def2-TZVPD
K -1.014 1.393 0.650
O 2.897 3.799 -0.671
O 0.361 -1.887 -4.185
O 0.170 -2.935 2.098
O -3.027 -0.289 0.914
O -1.578 0.839 2.923
O -3.494 2.441 0.474
O -1.424 3.474 2.021
O 3.234 -1.189 -2.117
O 1.222 3.081 0.665
N 0.821 4.330 -1.220
N 0.601 -0.663 0.516
N 0.393 -1.431 -1.682
N -0.575 4.150 -1.157
N 1.799 -2.547 -0.242
C -1.110 -0.023 -4.706
C -3.797 2.988 1.741
C 1.725 0.322 2.398
C 0.230 -2.342 -5.515
C 3.617 -0.413 -3.238
C 1.750 -0.700 4.572
C 0.790 -1.856 2.686
C -2.672 -1.078 2.036
C -0.350 -0.450 -2.436
C 1.599 3.685 -0.315
C 2.431 -4.616 -1.332
C 2.455 -3.229 -1.280
C 3.781 -3.229 -3.304
C 3.736 -4.619 -3.340
C 3.178 -2.532 -2.266
C -0.382 -0.783 -3.805
C -2.728 4.016 2.068
C -4.380 1.430 0.009
C -0.986 0.670 -1.906
C 1.067 -0.772 1.830
C -1.440 1.857 3.894
C -1.805 1.081 -4.219
C 0.893 -1.490 -0.428
C -2.422 -0.235 3.280
C -0.812 3.082 3.239
C 3.077 -5.317 -2.342
C -0.291 -3.969 2.947
C 1.113 -1.816 4.036
C 2.066 0.363 3.744
C 3.806 3.088 0.175
C -1.721 1.396 -2.869
C -4.358 0.180 0.869
H -5.018 -0.569 0.413
H -2.397 1.682 -4.901
H -3.363 0.162 3.686
H -4.739 0.379 1.877
H -0.807 -4.681 2.307
H 0.700 -2.193 -2.264
H 1.638 -3.065 0.606
H -2.935 4.470 3.044
H 1.248 4.484 -2.120
H -2.428 2.101 4.311
H -3.825 2.208 2.510
H -1.141 -0.275 -5.756
H -4.028 1.181 -0.992
H 3.038 -6.398 -2.358
H 0.812 -3.258 -5.587
H -2.757 4.798 1.307
H -0.834 3.904 3.966
H -5.406 1.815 -0.054
H -2.303 2.270 -2.554
H -0.803 3.236 -1.543
H 0.620 -1.610 -6.227
H -4.776 3.488 1.725
H -0.998 4.859 -1.738
H 3.662 2.013 0.071
H 0.534 -4.473 3.456
H 2.579 1.232 4.139
H 0.881 -2.654 4.679
H -0.815 -2.552 -5.758
H 1.870 -5.148 -0.571
H -1.959 -0.858 4.055
H 4.662 -0.586 -3.506
H 4.798 3.369 -0.165
H 1.945 1.160 1.747
H 3.484 0.625 -2.943
H 4.311 -2.690 -4.076
H -1.763 -1.602 1.743
H 2.004 -0.679 5.624
H 0.226 2.876 2.979
H -3.446 -1.819 2.267
H 3.669 3.370 1.216
H -0.987 -3.580 3.695
H 4.222 -5.148 -4.150
H 2.971 -0.629 -4.093
H -0.797 1.527 4.719
```

HOMO level: -6.0008 eV
Frontier orbital gap: 6.2 eV
LUMO level: 0.210 eV
Relative energy (zero: lowest compared OMol25 entry of this formula, charge and spin): 12.6 kcal/mol

3.
The following is a quantum chemistry calculation of a structure of composition C32H44N4P2PtSi, from OMol25.

The geometry in XYZ format:
```
84
C32H44N4P2PtSi ωB97M-V/def2-TZVPD
Pt -0.156 -0.840 -2.743
P -1.462 1.058 1.702
P 0.075 0.598 -0.530
Si 2.877 1.362 3.531
N 1.305 1.784 -1.052
N 2.037 -0.684 -2.889
N -2.324 1.831 3.033
N -2.552 -0.420 1.724
C 1.571 2.153 -2.364
C 3.982 2.520 2.542
C 3.968 -0.026 4.197
C -0.550 -3.811 -3.223
C -2.293 1.856 0.261
C 2.937 -0.071 -3.738
C -3.079 -2.623 1.719
C -0.633 -2.759 -2.127
C -1.934 1.780 4.381
C -2.950 2.294 5.174
C 1.053 -0.569 2.412
C -2.053 -1.708 1.552
C -1.410 1.610 -0.982
C -4.280 -1.873 1.905
C 1.478 0.601 2.500
C -1.199 -0.741 -4.524
C -0.458 -3.223 -4.644
C 2.114 2.320 4.954
C 4.112 -0.852 -3.785
C -2.899 -1.996 -3.095
C -1.795 -1.882 -2.073
C 2.684 -1.699 -2.241
C -3.594 2.420 2.999
C 2.690 3.586 -1.019
C -3.930 -0.529 1.906
C 3.933 -1.906 -2.853
C 0.952 -1.991 2.615
C 1.982 2.684 -0.223
C -4.010 2.699 4.299
C -2.645 -1.126 -4.346
C -0.164 -1.732 -4.655
C 2.439 3.235 -2.381
H 1.114 1.614 -3.184
H 4.954 -0.679 -4.437
H 0.355 -4.405 -3.031
H 4.572 -2.755 -2.668
H -2.955 2.382 6.252
H -1.398 -4.515 -3.189
H -5.278 -2.270 2.025
H 2.215 -2.219 -1.413
H 0.664 -1.488 -5.332
H 1.762 -2.337 3.282
H 2.823 3.707 -3.273
H -4.100 2.593 2.061
H 3.316 4.391 -0.668
H -1.013 -1.855 1.304
H 4.258 2.088 1.571
H 3.499 3.490 2.361
H -1.004 2.558 -1.363
H -0.974 1.379 4.653
H -4.555 0.345 1.998
H -3.021 -1.640 -5.239
H 0.349 -3.746 -5.179
H 1.046 -2.562 1.674
H -2.147 -1.597 -1.072
H 1.481 1.671 5.573
H -4.964 3.135 4.572
H -3.849 -1.661 -2.646
H 4.909 2.711 3.104
H -3.214 -0.196 -4.226
H 1.889 2.602 0.849
H -3.283 1.410 0.120
H 4.519 0.300 5.091
H -2.420 2.932 0.448
H -1.374 -3.454 -5.212
H -0.236 -3.090 -1.158
H -1.984 1.124 -1.790
H 3.368 -0.906 4.468
H 1.492 3.145 4.583
H 0.001 -2.265 3.099
H -2.963 -3.699 1.715
H -3.006 -3.048 -3.388
H 2.900 2.743 5.597
H -1.041 0.196 -5.068
H 4.698 -0.349 3.440
H 2.777 0.889 -4.221
```

Expectation value of S²: 2.01
HOMO level (alpha / beta): -6.6968 / -6.7927 eV
2S+1: 3
Frontier orbital gap (alpha / beta): 6.6 / 4.2 eV
LUMO level (alpha / beta): -0.105 / -2.570 eV

Listing E for the structures above in their given order: -4416.0185; -2796.5441; -2556.0559 hartree.
Listing molecular weight for the structures above in their given order: 745.50; 681.83; 769.84 Da.